Density functional theory data (ωB97M-V/def2-TZVPD) for a 10-piece molecular cluster, C54H127N7O10 overall at a distorted geometry.

Cartesian coordinates (Å):
C1 9.880 19.951 -2.983
C2 11.211 19.730 -3.748
O1 11.935 20.922 -4.068
H1 9.181 20.438 -3.662
H2 10.102 20.642 -2.169
H3 9.303 19.083 -2.663
H4 11.165 19.114 -4.647
H5 11.872 19.185 -3.074
H6 12.153 21.448 -3.296
C3 12.609 24.800 3.016
C4 12.618 25.622 1.793
O2 11.367 26.206 1.677
H7 13.581 24.307 2.996
H8 11.866 24.003 2.979
H9 12.497 25.349 3.951
H10 12.930 24.964 0.982
H11 13.397 26.378 1.894
H12 11.337 26.611 0.807
C5 12.446 20.657 -0.115
C6 12.434 22.138 -0.440
O3 11.907 22.470 -1.712
H13 13.128 20.460 0.712
H14 12.707 19.966 -0.917
H15 11.411 20.453 0.159
H16 13.497 22.353 -0.333
H17 11.950 22.682 0.371
H18 11.538 23.352 -1.627
C7 15.157 18.287 -0.996
C8 16.164 18.613 -2.098
C9 17.562 18.911 -1.506
C10 18.357 17.696 -1.013
C11 18.522 16.595 -2.080
C12 17.137 16.284 -2.786
N1 16.348 17.534 -3.094
O4 15.205 17.284 -3.902
C13 17.510 15.556 -4.146
C14 16.383 15.251 -2.024
C15 15.746 19.938 -2.872
H19 14.965 19.233 -0.489
H20 15.589 17.673 -0.207
H21 14.179 18.021 -1.398
H22 18.173 19.485 -2.202
H23 17.405 19.523 -0.618
H24 17.899 17.230 -0.141
H25 19.325 17.961 -0.588
H26 19.010 15.667 -1.784
H27 19.185 17.086 -2.793
H28 18.134 14.672 -4.015
H29 16.542 15.300 -4.576
H30 18.030 16.284 -4.769
H31 16.999 14.409 -1.707
H32 16.141 15.698 -1.060
H33 15.465 14.849 -2.453
H34 14.847 19.733 -3.452
H35 16.503 20.304 -3.566
H36 15.370 20.768 -2.274
H37 15.366 17.727 -4.738
C16 12.084 17.559 6.154
C17 13.431 17.872 5.401
C18 13.430 17.043 4.125
C19 14.436 17.508 3.116
C20 14.162 18.977 2.784
C21 14.151 19.911 4.016
N2 13.331 19.348 5.153
O5 13.218 20.209 6.241
C22 15.594 20.181 4.454
C23 13.505 21.155 3.401
C24 14.625 17.597 6.343
H38 11.888 16.493 6.276
H39 11.220 17.978 5.639
H40 12.100 17.972 7.163
H41 13.556 15.987 4.362
H42 12.447 17.180 3.675
H43 14.533 16.868 2.239
H44 15.415 17.514 3.595
H45 13.151 18.915 2.382
H46 14.774 19.266 1.930
H47 16.219 19.295 4.572
H48 16.060 20.875 3.755
H49 15.615 20.642 5.442
H50 14.194 21.636 2.707
H51 12.552 20.943 2.915
H52 13.369 21.893 4.191
H53 14.618 16.589 6.757
H54 14.532 18.221 7.232
H55 15.592 17.786 5.876
H56 12.265 20.234 6.356
C25 16.922 22.309 0.566
C26 17.456 23.747 0.372
C27 16.169 24.613 0.053
C28 16.282 26.175 0.227
C29 16.791 26.381 1.664
C30 18.154 25.727 1.943
N3 18.100 24.301 1.620
O6 19.267 23.612 1.895
C31 19.253 26.555 1.263
C32 18.307 25.740 3.448
C33 18.470 23.948 -0.841
H57 17.755 21.824 1.074
H58 16.548 21.854 -0.351
H59 16.082 22.164 1.246
H60 16.096 24.438 -1.020
H61 15.278 24.122 0.446
H62 15.292 26.570 0.001
H63 16.878 26.521 -0.617
H64 16.024 26.133 2.398
H65 16.961 27.452 1.769
H66 19.261 26.490 0.175
H67 19.332 27.598 1.568
H68 20.248 26.169 1.486
H69 18.124 26.755 3.799
H70 17.584 25.139 4.000
H71 19.300 25.452 3.793
H72 18.859 24.966 -0.862
H73 17.916 23.730 -1.754
H74 19.364 23.325 -0.861
H75 18.934 22.926 2.478
C34 8.453 19.810 0.707
C35 7.097 19.129 0.363
C36 6.317 20.318 -0.366
C37 5.038 19.723 -1.002
C38 5.420 18.610 -1.973
C39 6.149 17.459 -1.306
N4 7.296 17.969 -0.519
O7 8.000 16.990 0.078
C40 5.103 16.708 -0.440
C41 6.639 16.562 -2.409
C42 6.394 18.772 1.715
H76 9.025 19.042 1.227
H77 8.399 20.657 1.392
H78 9.064 20.156 -0.127
H79 6.047 21.075 0.370
H80 6.980 20.742 -1.120
H81 4.429 20.543 -1.383
H82 4.396 19.229 -0.273
H83 6.095 19.034 -2.716
H84 4.549 18.371 -2.582
H85 4.541 17.280 0.298
H86 4.319 16.218 -1.018
H87 5.632 15.959 0.149
H88 5.789 16.159 -2.960
H89 7.368 16.936 -3.127
H90 7.136 15.685 -1.996
H91 5.355 18.476 1.564
H92 6.443 19.504 2.520
H93 6.793 17.856 2.151
H94 8.787 16.888 -0.463
C43 9.123 23.226 0.453
C44 9.076 24.252 -0.660
C45 8.025 25.354 -0.300
O8 8.245 26.413 -1.230
C46 7.390 27.562 -0.848
N5 10.421 24.615 -0.939
H95 9.599 22.318 0.082
H96 8.115 22.974 0.785
H97 9.744 23.608 1.264
H98 8.596 23.758 -1.505
H99 8.211 25.784 0.684
H100 7.005 24.974 -0.356
H101 7.546 28.039 0.120
H102 6.311 27.426 -0.914
H103 7.545 28.292 -1.643
H104 10.246 25.345 -1.615
H105 10.693 25.222 -0.178
C47 11.418 28.043 -4.848
C48 10.178 27.414 -4.286
C49 10.261 25.884 -3.995
O9 10.355 25.084 -5.184
C50 10.413 23.725 -4.831
N6 9.905 28.062 -2.919
H106 11.416 29.111 -5.066
H107 11.483 27.610 -5.846
H108 12.334 27.859 -4.286
H109 9.325 27.562 -4.947
H110 9.390 25.601 -3.402
H111 11.093 25.616 -3.344
H112 10.455 23.113 -5.732
H113 9.511 23.439 -4.289
H114 11.210 23.457 -4.137
H115 9.475 28.944 -3.162
H116 9.183 27.579 -2.403
C51 10.318 15.137 -3.441
C52 11.664 15.801 -3.059
C53 11.914 15.598 -1.516
O10 10.948 16.335 -0.713
C54 11.557 16.893 0.449
N7 12.691 15.203 -3.783
H117 10.140 15.493 -4.456
H118 9.627 15.462 -2.663
H119 10.529 14.068 -3.456
H120 11.685 16.867 -3.289
H121 12.937 15.905 -1.299
H122 11.953 14.515 -1.397
H123 10.837 17.143 1.228
H124 12.133 17.809 0.316
H125 12.176 16.148 0.948
H126 12.638 15.406 -4.771
H127 13.568 15.669 -3.602

Atoms 1-2, force components in eV/Å:
0.19 0.66 -1.39
0.73 -0.05 1.48

Values from the calculation:
Structure (SMILES)   CC1(C)CCCC(C)(C)N1O.CC1(C)CCCC(C)(C)N1O.CC1(C)CCCC(C)(C)N1O.CC1(C)CCCC(C)(C)N1O.COC[C@H](C)N.COC[C@H](C)N.COC[C@H](C)N.CCO.CCO.CCO
LUMO   0.46 eV
Multiplicity   1
Energy   -88953.5679 eV
Molar mass   1034.65 g mol⁻¹
ΔE to the lowest compared entry with this formula, charge and spin   0.0 kcal/mol

Density functional theory data (ωB97M-V/def2-TZVPD) for C54H128N3O13V as an isolated structure at a distorted geometry.

Cartesian coordinates (Å):
V1 4.901 -1.602 0.448
C1 3.797 0.093 -3.403
C2 4.822 -1.030 -3.032
O1 5.129 -1.234 -1.695
H1 4.088 1.108 -3.132
H2 2.872 0.057 -2.827
H3 3.580 -0.045 -4.462
H4 5.746 -0.884 -3.591
H5 4.660 -1.992 -3.518
C3 0.415 -1.230 0.575
C4 1.669 -0.643 -0.135
O2 2.858 -1.140 0.407
H6 0.170 -2.292 0.536
H7 -0.311 -0.862 -0.150
H8 0.130 -0.856 1.558
H9 1.637 0.426 0.076
H10 1.708 -0.697 -1.222
C5 8.288 -2.091 -1.249
C6 8.186 -2.011 0.232
O3 6.956 -2.029 0.867
H11 7.821 -1.236 -1.737
H12 7.724 -2.942 -1.632
H13 9.338 -2.099 -1.542
H14 8.796 -1.187 0.602
H15 8.823 -2.810 0.612
C7 5.838 -2.911 4.351
C8 4.814 -3.295 3.275
C9 3.543 -3.915 3.854
O4 4.452 -2.094 2.585
H16 5.543 -2.121 5.042
H17 6.675 -2.469 3.811
H18 6.073 -3.762 4.990
H19 5.330 -3.952 2.575
H20 2.618 -3.709 3.315
H21 3.425 -3.553 4.876
H22 3.550 -5.001 3.945
H23 4.070 -1.660 3.351
C10 -1.913 1.009 -1.642
C11 -1.648 1.522 -3.062
C12 -2.149 2.983 -3.297
O5 -0.214 1.682 -3.270
H24 -2.998 0.941 -1.569
H25 -1.429 1.632 -0.890
H26 -1.621 -0.025 -1.461
H27 -2.184 0.855 -3.737
H28 -1.469 3.485 -3.985
H29 -2.204 3.459 -2.318
H30 -3.210 3.062 -3.536
H31 0.288 0.910 -2.996
C13 -4.719 -2.070 -2.846
C14 -6.005 -1.234 -3.160
C15 -5.747 0.321 -3.227
O6 -6.323 -1.640 -4.454
H32 -4.346 -1.741 -1.876
H33 -3.969 -1.877 -3.613
H34 -4.982 -3.127 -2.816
H35 -6.810 -1.273 -2.426
H36 -5.035 0.487 -4.036
H37 -5.272 0.599 -2.287
H38 -6.624 0.946 -3.394
H39 -6.274 -2.597 -4.401
C16 4.690 2.574 1.381
C17 5.248 1.443 0.433
C18 6.461 1.876 -0.445
O7 5.454 0.253 1.290
H40 5.303 2.828 2.245
H41 3.733 2.466 1.892
H42 4.494 3.484 0.813
H43 4.483 1.187 -0.300
H44 6.729 1.073 -1.132
H45 7.368 2.137 0.102
H46 6.454 2.746 -1.102
H47 6.324 0.315 1.692
C19 1.578 -3.211 -8.041
C20 1.659 -3.673 -6.669
C21 1.299 -2.598 -5.633
O8 0.857 -4.801 -6.567
H48 1.719 -4.034 -8.742
H49 2.252 -2.373 -8.221
H50 0.555 -2.877 -8.211
H51 2.644 -4.087 -6.455
H52 1.752 -1.607 -5.651
H53 1.601 -2.869 -4.621
H54 0.253 -2.340 -5.469
H55 1.067 -5.307 -5.778
C22 2.435 0.830 6.069
C23 3.413 0.750 4.977
C24 4.795 0.510 5.594
O9 3.107 -0.288 4.068
H56 2.596 1.706 6.698
H57 2.215 -0.052 6.671
H58 1.403 1.081 5.826
H59 3.465 1.697 4.439
H60 4.763 -0.199 6.421
H61 5.141 1.469 5.980
H62 5.481 0.087 4.860
H63 2.200 -0.238 3.756
C25 2.849 -4.210 -1.517
C26 3.161 -4.199 -0.102
C27 3.261 -5.591 0.509
O10 4.468 -3.636 0.080
H64 2.712 -3.268 -2.049
H65 1.855 -4.654 -1.563
H66 3.708 -4.770 -1.885
H67 2.539 -3.474 0.423
H68 2.348 -6.182 0.434
H69 3.683 -5.555 1.513
H70 4.065 -6.125 0.003
H71 4.968 -4.376 -0.272
C28 -5.402 -4.200 0.082
C29 -4.056 -3.975 0.929
C30 -4.381 -2.597 1.584
C31 -3.554 -2.411 2.960
C32 -3.807 -3.647 3.901
C33 -3.531 -5.106 3.339
N1 -3.918 -5.111 1.869
O11 -3.764 -6.330 1.313
C34 -2.013 -5.411 3.537
C35 -4.379 -6.049 4.195
C36 -2.832 -3.883 -0.203
H72 -5.928 -3.325 -0.300
H73 -5.091 -4.882 -0.709
H74 -6.176 -4.661 0.696
H75 -3.934 -1.829 0.953
H76 -5.442 -2.350 1.631
H77 -2.490 -2.423 2.725
H78 -3.726 -1.516 3.558
H79 -4.857 -3.600 4.190
H80 -3.120 -3.444 4.722
H81 -1.731 -6.358 3.077
H82 -1.786 -5.343 4.601
H83 -1.462 -4.565 3.127
H84 -5.431 -5.956 3.924
H85 -4.240 -6.013 5.276
H86 -4.099 -7.042 3.841
H87 -2.890 -4.719 -0.900
H88 -2.820 -3.053 -0.910
H89 -1.911 -3.719 0.357
H90 -3.053 -6.210 0.680
C37 2.795 4.077 -4.313
C38 2.647 5.427 -3.630
C39 3.320 6.490 -4.574
C40 2.706 7.905 -4.398
C41 1.231 7.846 -4.538
C42 0.482 7.027 -3.449
N2 1.165 5.713 -3.327
O12 0.542 4.838 -2.404
C43 0.350 7.790 -2.141
C44 -0.998 6.896 -4.008
C45 3.460 5.422 -2.348
H91 2.049 3.890 -5.086
H92 2.593 3.396 -3.487
H93 3.759 3.801 -4.742
H94 4.384 6.722 -4.545
H95 3.191 6.248 -5.629
H96 3.121 8.528 -5.191
H97 2.880 8.384 -3.434
H98 1.224 7.331 -5.499
H99 0.899 8.878 -4.655
H100 0.118 8.850 -2.244
H101 -0.456 7.429 -1.502
H102 1.268 7.641 -1.572
H103 -0.930 6.570 -5.046
H104 -1.570 6.135 -3.478
H105 -1.629 7.783 -3.950
H106 3.048 4.742 -1.602
H107 3.395 6.391 -1.853
H108 4.534 5.289 -2.476
H109 0.416 4.089 -2.992
C46 -7.589 3.181 5.513
C47 -6.291 2.892 4.737
C48 -5.888 1.395 5.051
C49 -6.663 0.284 4.364
C50 -6.742 0.469 2.877
C51 -6.241 1.810 2.294
N3 -6.494 2.914 3.252
O13 -6.330 4.104 2.666
C52 -4.697 1.793 2.047
C53 -6.938 2.090 0.969
C54 -5.125 3.648 5.268
H110 -7.321 3.208 6.570
H111 -8.386 2.443 5.426
H112 -8.133 4.112 5.354
H113 -4.906 0.948 4.896
H114 -6.030 1.086 6.087
H115 -7.677 0.246 4.762
H116 -6.269 -0.729 4.447
H117 -7.742 0.290 2.481
H118 -6.160 -0.349 2.453
H119 -4.242 2.625 1.511
H120 -4.160 1.611 2.978
H121 -4.473 1.025 1.306
H122 -6.857 1.183 0.369
H123 -7.934 2.463 1.208
H124 -6.542 2.895 0.350
H125 -4.135 3.501 4.836
H126 -5.052 3.571 6.353
H127 -5.252 4.719 5.112
H128 -5.388 4.217 2.522

Atoms 1-2, force components in eV/Å:
0.18 0.66 -2.08
0.26 -0.99 0.63

Values from the calculation:
LUMO (alpha / beta)   0.01 / 0.05 eV
Expectation value of S²   2.015
Multiplicity   3
Energy   -114837.9684 eV
Molar mass   1078.57 g mol⁻¹